C80H180F2N2O7P5S2 | the ωB97M-V functional and the def2-TZVPD basis

Output
Lowest unoccupied orbital energy in eV: -4.1
Charge: +3
HOMO energy in eV: -8.5
Electronic energy in eV: -176712.24057
Multiplicity: 1

Element x y z (Å)
C: -25.07 11.30 23.81
C: -24.60 12.75 23.62
C: -23.28 12.86 22.80
C: -22.56 14.29 23.00
P: -21.17 14.53 21.90
C: -20.42 12.90 21.28
C: -19.57 12.10 22.27
C: -18.92 10.86 21.62
C: -17.89 10.19 22.48
C: -21.73 15.46 20.45
C: -23.13 15.10 19.86
C: -23.57 16.17 18.81
C: -25.03 16.03 18.36
C: -19.79 15.50 22.71
C: -18.92 16.20 21.64
C: -17.88 15.34 20.90
C: -16.68 14.99 21.81
H: -24.23 10.73 24.21
H: -25.26 10.79 22.87
H: -25.90 11.18 24.51
H: -24.49 13.11 24.65
H: -25.25 13.39 23.02
H: -23.47 12.74 21.74
H: -22.61 12.05 23.08
H: -22.20 14.42 24.02
H: -23.20 15.17 22.93
H: -19.95 13.00 20.30
H: -21.30 12.29 21.04
H: -20.28 11.72 23.01
H: -18.82 12.71 22.78
H: -18.33 11.24 20.78
H: -19.63 10.14 21.21
H: -17.18 10.91 22.88
H: -17.40 9.42 21.90
H: -18.21 9.64 23.37
H: -20.89 15.35 19.76
H: -21.71 16.52 20.73
H: -23.80 15.15 20.72
H: -23.22 14.14 19.36
H: -22.87 16.18 17.97
H: -23.53 17.16 19.26
H: -25.40 16.99 17.98
H: -25.73 15.59 19.07
H: -25.14 15.40 17.48
H: -19.27 14.79 23.36
H: -20.37 16.23 23.28
H: -18.51 17.17 21.92
H: -19.43 16.68 20.81
H: -17.45 15.74 19.98
H: -18.26 14.42 20.46
H: -16.13 14.22 21.26
H: -16.94 14.55 22.77
H: -16.05 15.85 22.05
C: -34.07 27.76 33.71
C: -33.44 26.47 33.05
C: -33.02 26.64 31.58
C: -32.91 25.18 30.95
P: -31.31 24.73 30.36
C: -30.09 24.79 31.73
C: -30.31 23.63 32.68
C: -29.41 23.73 33.91
C: -29.68 22.68 34.99
C: -31.29 22.99 29.61
C: -32.17 22.84 28.38
C: -32.08 21.45 27.80
C: -32.63 21.37 26.37
C: -30.64 25.97 29.16
C: -29.09 25.94 28.93
C: -28.41 27.12 29.64
C: -26.84 26.96 29.62
H: -34.31 27.70 34.77
H: -35.01 28.01 33.22
H: -33.41 28.61 33.53
H: -34.13 25.66 33.25
H: -32.59 26.21 33.68
H: -32.10 27.23 31.53
H: -33.83 27.12 31.04
H: -33.58 25.17 30.09
H: -33.32 24.36 31.54
H: -30.40 25.67 32.29
H: -29.08 24.87 31.32
H: -30.23 22.65 32.21
H: -31.30 23.66 33.12
H: -29.45 24.76 34.25
H: -28.37 23.54 33.64
H: -30.26 21.87 34.54
H: -30.31 23.05 35.79
H: -28.71 22.35 35.38
H: -31.50 22.20 30.33
H: -30.24 22.87 29.34
H: -31.93 23.55 27.59
H: -33.22 23.14 28.43
H: -32.66 20.66 28.28
H: -31.08 21.03 27.88
H: -32.03 20.67 25.79
H: -32.62 22.34 25.87
H: -33.50 20.73 26.24
H: -30.92 26.96 29.51
H: -31.06 25.77 28.17
H: -28.92 26.03 27.85
H: -28.64 24.97 29.17
H: -28.71 27.23 30.69
H: -28.68 28.14 29.37
H: -26.52 27.27 28.62
H: -26.58 25.91 29.66
H: -26.33 27.48 30.43
C: -20.43 26.95 22.22
C: -20.17 27.47 23.63
C: -18.73 27.29 24.17
C: -18.40 25.92 24.86
P: -16.58 25.82 25.23
C: -15.68 26.11 23.70
C: -16.20 25.27 22.49
C: -15.05 24.62 21.66
C: -15.64 23.96 20.31
C: -16.26 27.19 26.52
C: -17.05 27.04 27.82
C: -17.09 28.26 28.79
C: -15.68 28.90 29.14
C: -16.27 24.19 25.87
C: -14.84 23.79 26.19
C: -14.80 22.41 26.81
C: -15.09 22.52 28.29
H: -20.08 25.94 22.02
H: -19.94 27.56 21.47
H: -21.50 27.02 22.03
H: -20.76 26.96 24.39
H: -20.42 28.53 23.71
H: -18.56 28.19 24.77
H: -18.06 27.53 23.35
H: -18.68 25.12 24.18
H: -18.97 25.81 25.78
H: -14.64 25.87 23.92
H: -15.71 27.19 23.56
H: -16.89 25.84 21.86
H: -16.69 24.34 22.77
H: -14.63 23.83 22.28
H: -14.27 25.27 21.27
H: -16.21 24.70 19.75
H: -16.31 23.11 20.42
H: -14.85 23.50 19.71
H: -16.39 28.15 26.01
H: -15.21 27.10 26.80
H: -16.67 26.21 28.43
H: -18.11 26.81 27.68
H: -17.65 28.05 29.70
H: -17.62 29.04 28.24
H: -14.94 28.27 29.65
H: -15.70 29.90 29.55
H: -15.15 29.10 28.21
H: -16.65 23.43 25.19
H: -16.83 23.91 26.75
H: -14.32 24.53 26.80
H: -14.16 23.94 25.35
H: -13.78 22.05 26.91
H: -15.35 21.63 26.28
H: -16.14 22.81 28.39
H: -14.49 23.20 28.89
H: -14.95 21.57 28.81
C: -34.89 34.83 23.99
C: -34.33 34.42 22.63
C: -33.08 35.24 22.18
C: -32.23 34.54 21.19
P: -31.08 33.23 21.84
C: -30.66 33.56 23.66
C: -31.61 32.85 24.70
C: -31.73 33.59 26.09
C: -30.50 33.41 27.08
C: -31.87 31.62 21.74
C: -30.87 30.35 21.75
C: -31.51 29.07 21.23
C: -30.44 28.00 20.85
C: -29.53 33.19 20.95
C: -29.71 33.18 19.43
C: -28.34 33.14 18.72
C: -27.44 34.32 19.13
H: -34.18 34.61 24.80
H: -35.79 34.25 24.20
H: -35.20 35.87 24.04
H: -35.16 34.68 21.97
H: -34.31 33.33 22.59
H: -32.52 35.51 23.08
H: -33.32 36.24 21.85
H: -31.69 35.27 20.58
H: -32.81 34.02 20.42
H: -30.63 34.64 23.79
H: -29.66 33.12 23.65
H: -31.48 31.78 24.86
H: -32.63 32.94 24.32
H: -32.58 33.13 26.61
H: -31.93 34.65 25.89
H: -29.58 33.93 26.80
H: -30.26 32.38 27.33
H: -30.77 33.89 28.02
H: -32.53 31.75 20.89
H: -32.61 31.61 22.54
H: -30.35 30.05 22.66
H: -30.11 30.50 20.99
H: -32.13 29.32 20.37
H: -32.29 28.69 21.90
H: -30.88 27.02 20.99
H: -29.52 27.97 21.44
H: -30.15 27.99 19.80
H: -28.94 32.37 21.36
H: -28.99 34.06 21.32
H: -30.23 34.12 19.26
H: -30.35 32.36 19.10
H: -28.60 33.28 17.67
H: -27.97 32.11 18.73
H: -26.97 34.22 20.10
H: -27.95 35.28 19.02
H: -26.64 34.41 18.39
C: -22.60 18.57 33.77
C: -22.18 17.27 34.49
C: -23.36 16.47 35.02
C: -24.55 16.32 34.09
P: -25.48 14.77 34.39
C: -26.46 14.40 32.92
C: -27.80 15.23 32.76
C: -28.85 14.60 31.79
C: -29.36 13.14 32.06
C: -24.41 13.30 34.86
C: -24.97 11.84 34.66
C: -24.02 10.83 35.27
C: -24.51 9.32 35.30
C: -26.51 15.06 35.80
C: -27.41 13.92 36.29
C: -28.63 14.34 37.04
C: -28.25 14.95 38.46
H: -22.91 18.38 32.74
H: -21.78 19.28 33.67
H: -23.24 19.12 34.46
H: -21.37 17.36 35.22
H: -21.80 16.62 33.70
H: -23.75 16.92 35.94
H: -23.04 15.48 35.35
H: -24.32 16.26 33.03
H: -25.28 17.13 34.16
H: -26.54 13.31 32.86
H: -25.82 14.58 32.05
H: -27.66 16.27 32.45
H: -28.19 15.34 33.77
H: -28.27 14.39 30.89
H: -29.71 15.20 31.51
H: -29.56 13.03 33.12
H: -28.62 12.38 31.79
H: -30.29 12.92 31.54
H: -24.30 13.48 35.93
H: -23.43 13.51 34.42
H: -25.15 11.51 33.64
H: -25.95 11.70 35.12
H: -23.64 11.11 36.25
H: -23.15 10.82 34.60
H: -23.67 8.67 35.58
H: -24.87 9.10 34.30
H: -25.38 9.14 35.92
H: -27.15 15.84 35.40
H: -25.89 15.39 36.64
H: -26.92 13.09 36.81
H: -27.84 13.52 35.37
H: -29.40 13.57 37.03
H: -29.20 15.09 36.48
H: -27.79 15.93 38.40
H: -27.58 14.27 38.99
H: -29.12 15.10 39.11
N: -19.48 14.23 29.32
O: -19.20 13.34 28.58
O: -18.71 15.19 29.34
O: -20.53 14.14 29.93
N: -23.65 20.56 24.69
S: -24.76 21.33 24.29
O: -24.66 22.77 24.54
O: -26.13 20.84 24.58
F: -24.57 21.26 22.73
S: -23.73 20.78 26.32
O: -24.99 20.37 26.90
O: -23.01 21.90 26.87
F: -22.80 19.47 26.70



C5H5N3 | the ωB97M-V functional and the def2-TZVPD basis

Output
Lowest unoccupied orbital energy in eV: -1.5
ΔE to the lowest compared entry with this formula, charge and spin in kcal per mole: 70.9
HOMO energy in eV: -10.1
Electronic energy in eV: -9732.41224
Multiplicity: 1

Element x y z (Å)
C: 2.20 0.04 -0.50
C: 1.27 -0.49 0.47
C: -0.19 -0.39 0.21
C: -2.24 -0.83 -0.14
C: -1.01 0.77 0.11
H: 1.91 0.92 -0.94
H: 3.28 -0.25 -0.31
H: 1.54 -1.33 1.25
H: -3.03 -1.38 -0.63
H: 0.36 1.90 0.23
N: -0.97 -1.46 0.13
N: -2.33 0.41 -0.14
N: -0.79 2.07 0.26



C27H28BF5 | the ωB97M-V functional and the def2-TZVPD basis

Output
Lowest unoccupied orbital energy in eV: 0.6
HOMO energy in eV: -9.3
Electronic energy in eV: -42718.04798
Multiplicity: 1

Element x y z (Å)
F: 1.86 -4.13 -3.26
C: 2.62 -3.23 -2.60
C: 2.67 -3.30 -1.22
C: 3.44 -2.36 -0.55
C: 4.15 -1.39 -1.24
C: 4.08 -1.36 -2.63
C: 3.31 -2.29 -3.32
H: 2.10 -4.06 -0.70
H: 3.49 -2.40 0.53
H: 4.74 -0.67 -0.71
H: 4.63 -0.61 -3.18
H: 3.24 -2.28 -4.40
F: -1.67 -2.28 0.66
C: -2.05 -1.12 1.25
C: -3.37 -0.98 1.63
C: -3.76 0.21 2.23
C: -2.83 1.23 2.43
C: -1.52 1.05 2.04
C: -1.11 -0.13 1.44
H: -4.07 -1.79 1.45
H: -4.79 0.34 2.54
H: -3.14 2.15 2.90
H: -0.79 1.84 2.19
H: -0.09 -0.29 1.12
F: -4.62 4.13 3.01
C: -4.87 4.68 1.80
C: -5.42 5.95 1.76
C: -5.69 6.51 0.53
C: -5.41 5.81 -0.64
C: -4.86 4.54 -0.57
C: -4.58 3.96 0.66
H: -5.64 6.47 2.69
H: -6.12 7.51 0.47
H: -5.62 6.26 -1.60
H: -4.64 3.99 -1.47
H: -4.15 2.97 0.74
F: 4.86 1.04 0.76
C: 5.89 0.85 1.62
C: 7.16 1.15 1.19
C: 8.22 0.94 2.07
C: 7.98 0.45 3.35
C: 6.68 0.17 3.75
C: 5.62 0.37 2.88
H: 7.32 1.52 0.19
H: 9.23 1.16 1.75
H: 8.80 0.30 4.03
H: 6.49 -0.21 4.74
H: 4.60 0.16 3.17
C: -3.80 -3.07 -1.83
C: -2.53 -3.86 -2.09
C: -1.45 -3.04 -2.84
B: -1.68 -3.23 -4.37
F: -2.34 -2.33 -5.09
H: -4.55 -3.70 -1.35
H: -4.24 -2.73 -2.78
H: -3.61 -2.20 -1.20
H: -2.82 -4.74 -2.69
H: -2.12 -4.26 -1.16
H: -0.47 -3.45 -2.61
H: -1.48 -2.00 -2.52
H: -1.31 -4.22 -4.94



C25H33CoN12O10P2S2 | the ωB97M-V functional and the def2-TZVPD basis

Output
Lowest unoccupied orbital energy (alpha / beta) in eV: 2.1 / 2.1
ΔE to the lowest compared entry with this formula, charge and spin in kcal per mole: 13.7
Charge: -1
HOMO energy (alpha / beta) in eV: -5.1 / -5.1
Electronic energy in eV: -142700.69205
Multiplicity: 4

Element x y z (Å)
Co: -1.11 0.70 0.20
O: 0.63 0.19 1.04
S: 1.80 0.24 1.95
C: 2.97 -1.03 1.32
C: 2.46 -1.74 0.07
C: 3.51 -1.75 -1.04
C: 3.80 -0.40 -1.69
S: 2.47 0.35 -2.68
O: 1.30 0.56 -1.79
C: 2.11 -1.09 -3.68
C: 1.02 -1.87 -3.35
C: 0.70 -2.96 -4.14
C: 1.47 -3.26 -5.26
C: 2.56 -2.47 -5.59
C: 2.88 -1.37 -4.81
C: 2.71 1.68 1.35
C: 2.16 2.47 0.35
C: 2.86 3.57 -0.12
C: 4.10 3.88 0.42
C: 4.64 3.11 1.44
C: 3.94 2.01 1.92
H: 3.08 -1.70 2.17
H: 3.92 -0.52 1.14
H: 1.55 -1.25 -0.27
H: 2.19 -2.77 0.31
H: 3.20 -2.46 -1.81
H: 4.46 -2.12 -0.64
H: 4.66 -0.47 -2.36
H: 4.01 0.38 -0.94
H: 0.42 -1.60 -2.49
H: -0.17 -3.56 -3.90
H: 1.22 -4.11 -5.88
H: 3.15 -2.69 -6.47
H: 3.72 -0.73 -5.07
H: 1.19 2.22 -0.06
H: 2.43 4.17 -0.91
H: 4.66 4.73 0.04
H: 5.60 3.36 1.87
H: 4.35 1.41 2.72
C: -3.91 2.80 3.22
C: -3.63 3.38 1.84
O: -4.24 4.65 1.71
P: -1.81 3.57 1.64
O: -1.48 4.51 2.90
O: -1.52 4.47 0.40
O: -1.01 2.31 1.67
P: -4.21 2.29 0.46
O: -5.58 1.66 1.11
O: -4.54 3.15 -0.69
O: -3.21 1.16 0.35
H: -3.58 3.51 3.98
H: -3.37 1.87 3.36
H: -4.97 2.62 3.32
H: -4.37 4.78 0.75
H: -0.55 4.76 2.89
H: -1.13 3.99 -0.41
H: -6.18 1.48 0.37
N: -1.77 0.32 -3.06
C: -1.36 1.57 -2.67
N: -1.16 2.56 -3.53
N: -0.77 3.59 -2.78
N: -0.71 3.24 -1.54
N: -1.09 1.95 -1.43
C: -2.09 -0.73 -2.22
N: -2.77 -1.78 -2.63
N: -2.78 -2.61 -1.56
N: -2.15 -2.07 -0.57
N: -1.69 -0.86 -0.96
H: -2.16 0.27 -3.99
C: 0.66 -4.79 3.18
N: -0.52 -3.96 3.02
C: -1.75 -4.52 3.10
C: -2.86 -3.80 2.89
C: -2.67 -2.43 2.50
N: -1.47 -1.86 2.48
C: -0.37 -2.57 2.79
O: 0.77 -2.11 2.88
N: -3.73 -1.69 2.18
H: 0.53 -5.48 4.02
H: 1.51 -4.15 3.37
H: 0.85 -5.37 2.28
H: -1.78 -5.57 3.34
H: -3.84 -4.23 2.96
H: -4.61 -2.16 2.03
H: -3.60 -0.83 1.65



Which value of multiplicity does entry 1 give? 1